The following is a DFT calculation (ωB97M-V with the def2-TZVPD basis set) of a structure of composition C30H55BaN4OP2S in a non-equilibrium geometry.

Atoms and positions in Å:
1 C -2.208 1.003 1.544
2 C -2.319 0.468 -0.746
3 C -3.462 1.558 1.495
4 C -3.557 1.025 -0.855
5 C -4.147 1.565 0.296
6 H -3.874 1.999 2.401
7 H -4.069 1.038 -1.821
8 H -5.148 2.001 0.233
9 N -1.757 0.456 0.452
10 P 0.531 1.267 2.472
11 P -0.577 -1.726 -1.594
12 C -1.291 1.034 2.790
13 H -1.634 1.841 3.469
14 H -1.390 0.081 3.340
15 C -1.496 -0.031 -1.933
16 H -2.120 -0.141 -2.825
17 C 0.581 -2.028 -2.987
18 C -1.851 -2.966 -1.249
19 C 0.802 2.988 1.881
20 C 1.449 0.726 3.930
21 C 2.039 -1.565 -2.687
22 H 2.570 -2.307 -2.065
23 H 2.577 -1.471 -3.641
24 H 2.094 -0.599 -2.158
25 C 0.653 -3.541 -3.215
26 H 1.086 -4.063 -2.352
27 H -0.317 -3.980 -3.455
28 H 1.321 -3.721 -4.071
29 C 0.073 -1.317 -4.245
30 H 0.432 -1.868 -5.132
31 H -1.017 -1.276 -4.303
32 H 0.468 -0.292 -4.325
33 C -1.148 -4.298 -0.824
34 H -0.146 -4.122 -0.418
35 H -1.749 -4.771 -0.043
36 H -1.076 -5.009 -1.661
37 C -2.783 -2.562 -0.074
38 H -2.237 -2.096 0.752
39 H -3.582 -1.898 -0.411
40 H -3.244 -3.483 0.313
41 C -2.684 -3.162 -2.518
42 H -2.482 -2.423 -3.290
43 H -2.503 -4.157 -2.928
44 H -3.765 -3.111 -2.273
45 C 2.964 0.777 3.634
46 H 3.506 0.574 4.568
47 H 3.259 0.006 2.898
48 H 3.288 1.754 3.257
49 C 1.101 -0.736 4.322
50 H 0.027 -0.920 4.365
51 H 1.559 -1.468 3.647
52 H 1.507 -0.910 5.332
53 C 1.053 1.637 5.086
54 H 0.008 1.940 5.037
55 H 1.189 1.084 6.030
56 H 1.683 2.534 5.156
57 C -0.419 3.461 1.078
58 H -1.295 3.597 1.715
59 H -0.182 4.421 0.603
60 H -0.659 2.747 0.274
61 C 2.055 3.031 0.940
62 H 1.735 3.227 -0.095
63 H 2.725 3.827 1.267
64 H 2.622 2.081 0.945
65 C 0.996 3.936 3.069
66 H 0.184 3.851 3.793
67 H 1.957 3.804 3.580
68 H 0.982 4.971 2.682
69 Ba 0.673 -0.356 0.339
70 C -0.115 -1.926 1.784
71 O -0.340 -2.948 2.459
72 N 0.584 1.122 -1.238
73 C -0.329 1.075 -2.061
74 C -0.411 2.164 -3.169
75 C -1.539 1.927 -4.166
76 C -0.630 3.503 -2.468
77 C 0.960 2.188 -3.893
78 H -1.447 0.974 -4.699
79 H -2.521 1.969 -3.688
80 H -1.508 2.723 -4.926
81 H 0.219 3.737 -1.806
82 H -0.709 4.303 -3.217
83 H -1.545 3.504 -1.867
84 H 0.808 2.203 -4.974
85 H 1.504 3.093 -3.597
86 H 1.583 1.325 -3.639
87 N 2.482 -3.895 1.581
88 C 3.242 -2.833 1.765
89 N 3.927 -2.654 2.896
90 S 3.390 -1.641 0.493
91 H 2.376 -4.628 2.260
92 H 1.971 -4.079 0.680
93 H 4.583 -1.850 3.039
94 H 3.901 -3.298 3.663

Computed properties:
HOMO-LUMO gap = 5.80 eV
energy above the lowest of the compared OMol25 structures with the same formula, charge and spin = 646.6 kJ/mol
charge = +1
E = -2576.3673 hartree
E_LUMO = -3.24 eV

These are the Mulliken partial charges, in e, on atoms 1 to 5: number 1, C, carries -0.7694; number 2, C, carries -1.1545; number 3, C, carries -0.7280; number 4, C, carries -0.2414; number 5, C, carries -1.2872

The following is a DFT calculation (ωB97M-V with the def2-TZVPD basis set) of a structure of composition C30H55Cl9FILi2N3O10S in a non-equilibrium geometry.

Atoms and positions in Å:
1 C 4.917 5.735 2.301
2 C 4.466 4.609 2.493
3 C 3.625 3.349 2.948
4 C 2.059 3.768 2.949
5 C 1.473 4.001 4.414
6 C 1.127 5.537 4.692
7 I -0.384 5.609 6.290
8 O 0.392 6.218 3.617
9 S 1.232 7.511 3.020
10 O 0.233 8.530 2.725
11 O 2.079 7.227 1.832
12 O 2.243 7.750 4.318
13 C 2.382 6.475 4.989
14 N 2.841 6.680 6.362
15 H 5.020 6.842 2.132
16 H 3.957 2.953 3.951
17 H 3.749 2.541 2.167
18 H 2.041 4.783 2.413
19 H 1.432 3.017 2.353
20 H 2.165 3.605 5.216
21 H 0.513 3.393 4.500
22 H 3.239 5.877 4.521
23 H 3.019 5.768 6.794
24 H 2.124 7.187 6.899
25 Li 0.740 4.123 0.655
26 O -2.548 3.165 5.350
27 H -3.127 3.831 4.980
28 F -0.017 -0.830 2.009
29 C -0.365 -0.851 0.716
30 C -1.001 -1.966 0.200
31 C -1.366 -1.985 -1.142
32 C -1.081 -0.891 -1.954
33 C -0.437 0.221 -1.423
34 C -0.082 0.244 -0.080
35 H -1.207 -2.812 0.845
36 H -1.871 -2.850 -1.555
37 H -1.362 -0.907 -3.001
38 H -0.210 1.074 -2.057
39 H 0.414 1.108 0.351
40 C 1.744 -4.587 -2.858
41 Cl 0.794 -3.183 -2.326
42 Cl 2.632 -4.179 -4.340
43 Cl 2.891 -5.034 -1.583
44 Cl 0.652 -5.949 -3.178
45 C 4.568 6.669 -1.282
46 N 5.332 7.782 -1.969
47 C 5.195 9.031 -1.127
48 C 4.728 8.040 -3.323
49 C 6.826 7.451 -2.073
50 C 7.167 6.239 -2.930
51 O 6.574 5.059 -2.408
52 H 3.586 7.053 -1.000
53 H 4.431 5.843 -1.975
54 H 5.120 6.362 -0.395
55 H 4.137 9.282 -1.047
56 H 5.738 9.840 -1.617
57 H 5.614 8.830 -0.141
58 H 4.756 7.121 -3.906
59 H 5.304 8.825 -3.815
60 H 3.694 8.356 -3.184
61 H 7.170 7.293 -1.048
62 H 7.314 8.339 -2.481
63 H 8.253 6.104 -2.932
64 H 6.844 6.374 -3.967
65 H 6.852 4.317 -2.964
66 C -1.588 -7.751 2.105
67 C -1.120 -7.427 0.690
68 C -2.251 -7.473 -0.357
69 O -2.644 -8.784 -0.740
70 C -3.553 -9.411 0.148
71 N -0.019 -8.330 0.335
72 H -1.765 -8.817 2.257
73 H -0.829 -7.448 2.832
74 H -2.508 -7.212 2.348
75 H -0.731 -6.403 0.704
76 H -1.884 -6.995 -1.272
77 H -3.122 -6.887 -0.034
78 H -4.249 -8.697 0.598
79 H -3.010 -9.955 0.924
80 H -4.130 -10.142 -0.423
81 H 0.356 -8.048 -0.570
82 H -0.426 -9.247 0.151
83 C -7.316 -0.123 -1.531
84 O -7.098 -1.085 -2.544
85 C -5.896 -0.866 -3.273
86 C -5.213 -2.186 -3.606
87 O -4.604 -2.836 -2.491
88 C -5.479 -3.391 -1.506
89 C -6.291 -4.587 -1.987
90 O -7.342 -4.164 -2.847
91 C -7.619 -5.090 -3.882
92 H -7.620 0.832 -1.969
93 H -8.116 -0.490 -0.885
94 H -6.421 0.012 -0.912
95 H -5.200 -0.238 -2.704
96 H -6.165 -0.350 -4.201
97 H -4.394 -1.969 -4.296
98 H -5.881 -2.868 -4.135
99 H -6.113 -2.618 -1.071
100 H -4.823 -3.739 -0.703
101 H -6.753 -5.083 -1.125
102 H -5.626 -5.296 -2.492
103 H -6.701 -5.405 -4.388
104 H -8.256 -4.592 -4.615
105 H -8.149 -5.959 -3.481
106 C 1.649 -10.922 2.594
107 Cl 2.380 -12.187 3.595
108 Cl -0.010 -11.387 2.172
109 Cl 1.608 -9.373 3.536
110 Cl 2.606 -10.721 1.106
111 Cl 2.540 -8.379 1.738
112 Li -0.566 3.169 -1.713

Computed properties:
HOMO-LUMO gap = 1.09 eV
energy above the lowest of the compared OMol25 structures with the same formula, charge and spin = 165.5 kJ/mol
charge = +1
E = -7044.3648 hartree
E_LUMO = -5.89 eV

These are the Mulliken partial charges, in e, on atoms 1 to 5: number 1, C, carries 0.0986; number 2, C, carries -0.5857; number 3, C, carries -0.7576; number 4, C, carries 0.6189; number 5, C, carries -0.9608

The following is a DFT calculation (ωB97M-V with the def2-TZVPD basis set) of a structure of composition C30H55N4O6PS2SiV.

Atoms and positions in Å:
1 V -0.257 -1.408 0.592
2 O -1.779 -0.469 4.242
3 S -1.627 -1.121 2.980
4 O -2.315 -0.587 1.815
5 O -0.174 -1.249 2.582
6 C -2.405 -2.739 3.111
7 C -3.047 -2.978 4.310
8 C -3.915 -4.059 4.459
9 C -4.162 -4.893 3.394
10 C -3.499 -4.683 2.186
11 C -2.624 -3.626 2.035
12 S -1.596 -3.708 0.572
13 O -0.260 -3.513 1.160
14 O -1.892 -4.922 -0.109
15 O -1.721 -2.471 -0.283
16 H -2.889 -2.289 5.125
17 H -4.401 -4.226 5.410
18 H -4.846 -5.725 3.490
19 H -3.631 -5.368 1.362
20 N -0.094 0.227 0.117
21 P -0.419 1.781 -0.032
22 N 0.937 2.647 0.329
23 C 0.953 4.104 0.199
24 C 2.287 4.563 -0.375
25 C 3.437 4.076 0.503
26 C 3.350 2.567 0.699
27 C 1.979 2.167 1.229
28 N -1.607 2.403 0.926
29 C -3.028 2.182 0.642
30 C -3.802 3.499 0.798
31 C -3.099 4.411 1.807
32 C -2.479 3.564 2.910
33 C -1.352 2.692 2.342
34 N -0.934 2.058 -1.576
35 C -1.456 3.372 -1.991
36 C -2.548 3.219 -3.039
37 C -2.001 2.542 -4.295
38 C -1.054 1.385 -3.925
39 C -1.244 0.947 -2.482
40 H 0.809 4.558 1.192
41 H 0.122 4.438 -0.423
42 H 2.292 5.651 -0.461
43 H 2.392 4.152 -1.383
44 H 3.374 4.568 1.479
45 H 4.398 4.355 0.069
46 H 4.118 2.220 1.392
47 H 3.522 2.061 -0.256
48 H 1.827 2.616 2.223
49 H 1.879 1.090 1.342
50 H -3.405 1.420 1.325
51 H -3.133 1.772 -0.363
52 H -4.810 3.266 1.147
53 H -3.915 4.008 -0.162
54 H -3.798 5.142 2.214
55 H -2.307 4.978 1.308
56 H -3.246 2.932 3.364
57 H -2.078 4.188 3.711
58 H -1.267 1.765 2.916
59 H -0.403 3.221 2.414
60 H -0.644 3.981 -2.409
61 H -1.843 3.897 -1.116
62 H -2.947 4.207 -3.277
63 H -3.377 2.645 -2.617
64 H -1.462 3.281 -4.892
65 H -2.827 2.189 -4.914
66 H -0.013 1.688 -4.050
67 H -1.211 0.525 -4.577
68 H -0.583 0.122 -2.247
69 H -2.270 0.593 -2.317
70 C 3.322 -1.033 0.451
71 Si 2.045 -2.157 -0.381
72 C 2.024 -1.790 -2.283
73 C 2.072 -0.273 -2.512
74 C 0.738 -2.364 -2.897
75 C 3.198 -2.380 -3.077
76 C 2.664 -3.948 0.000
77 C 4.122 -4.132 -0.466
78 C 2.695 -4.188 1.518
79 C 1.829 -5.039 -0.675
80 H 4.349 -1.308 0.204
81 H 3.215 -1.085 1.537
82 H 3.185 -0.001 0.152
83 H 1.301 0.274 -1.969
84 H 1.948 -0.063 -3.580
85 H 3.039 0.138 -2.213
86 H -0.170 -2.048 -2.382
87 H 0.738 -3.455 -2.878
88 H 0.650 -2.056 -3.946
89 H 4.168 -2.065 -2.687
90 H 3.136 -2.033 -4.113
91 H 3.179 -3.469 -3.105
92 H 4.800 -3.403 -0.022
93 H 4.245 -4.095 -1.548
94 H 4.465 -5.120 -0.142
95 H 3.351 -3.472 2.018
96 H 3.111 -5.183 1.704
97 H 1.720 -4.142 1.993
98 H 1.909 -4.990 -1.763
99 H 0.775 -4.995 -0.413
100 H 2.197 -6.025 -0.374

Computed properties:
HOMO-LUMO gap (spin up / spin down) = 8.06 / 7.92 eV
multiplicity = 2
energy above the lowest of the compared OMol25 structures with the same formula, charge and spin = 19.8 kJ/mol
<S²> = 0.80
charge = 0
E = -4217.9447 hartree
E_LUMO (spin up / spin down) = -0.03 / 0.25 eV

These are the Mulliken partial charges, in e, on atoms 1 to 5: number 1, V, carries 1.2218; number 2, O, carries -0.7244; number 3, S, carries 1.7389; number 4, O, carries -0.4452; number 5, O, carries -0.5614